1.
Below is C20H52BF4N4O6Pd as an isolated structure in a non-equilibrium geometry, with properties calculated with the ωB97M-V functional and the def2-TZVPD basis.

XYZ file:
```
88
Properties=species:S:1:pos:R:3:forces:R:3
Pd -0.323 1.071 -2.569 0.778 -0.668 2.266
B -0.184 1.173 0.791 -0.059 0.655 0.924
F 0.425 0.367 1.730 -0.199 0.158 -0.397
F -1.545 1.416 1.069 0.367 0.039 -0.124
F 0.503 2.395 0.633 -0.244 -0.490 -0.260
F -0.168 0.470 -0.487 0.367 -0.209 -0.054
C -0.759 -2.366 -2.394 0.029 -0.473 -0.391
O 0.107 -1.228 -2.454 -0.229 0.506 -0.924
C 1.377 -1.527 -3.016 0.858 -0.384 0.604
C 2.047 -0.282 -3.564 0.561 -0.261 0.176
N 1.937 0.848 -2.600 -0.141 -0.249 -0.751
C 2.696 0.613 -1.345 0.422 0.188 0.815
C 3.903 1.512 -1.110 0.192 0.291 0.143
O 5.047 1.235 -1.880 -0.105 -0.495 -0.160
C 5.125 1.825 -3.155 -0.186 0.176 -0.081
H -1.681 -2.071 -1.909 0.079 0.028 0.242
H -0.253 -3.171 -1.859 -0.126 0.143 0.276
H -0.991 -2.730 -3.402 0.041 0.187 0.024
H 1.360 -2.341 -3.746 -0.383 0.292 -0.282
H 2.015 -1.927 -2.215 -0.231 0.043 0.042
H 1.663 0.016 -4.542 -0.184 0.102 0.111
H 3.109 -0.524 -3.692 -0.079 -0.091 -0.159
H 2.409 1.633 -3.034 -0.298 0.179 -0.185
H 3.081 -0.404 -1.273 -0.134 -0.084 -0.429
H 2.084 0.737 -0.453 -0.345 0.070 -0.265
H 4.186 1.305 -0.076 0.068 0.077 -0.011
H 3.682 2.590 -1.149 -0.254 -0.070 -0.118
H 4.271 1.610 -3.814 -0.049 -0.157 0.121
H 5.997 1.397 -3.641 0.125 0.201 0.016
H 5.203 2.917 -3.084 0.164 -0.043 -0.002
C 0.789 4.216 -1.926 0.365 -0.646 0.141
O -0.232 3.225 -2.146 -0.266 0.509 -0.582
C -1.518 3.722 -1.785 -0.751 0.110 0.623
C -2.584 2.757 -2.262 0.143 0.268 -0.757
N -2.318 1.422 -1.654 -1.616 1.235 -0.600
C -3.501 0.529 -1.723 -0.038 -0.736 -0.684
C -4.595 0.879 -0.720 0.270 -0.592 0.063
O -4.354 0.144 0.457 0.149 0.215 -0.055
C -5.436 0.215 1.369 0.040 -0.687 0.301
H 0.695 4.586 -0.907 -0.075 0.236 -0.081
H 0.728 4.979 -2.699 -0.146 0.177 0.136
H 1.758 3.724 -1.992 -0.081 -0.092 -0.067
H -1.725 4.713 -2.196 0.324 -0.034 -0.227
H -1.546 3.820 -0.691 0.017 -0.071 -0.046
H -2.550 2.720 -3.361 0.082 -0.320 0.118
H -3.578 3.166 -2.056 0.060 -0.117 0.397
H -2.320 1.693 -0.661 1.108 -0.808 0.141
H -3.200 -0.508 -1.548 0.189 0.200 0.448
H -3.886 0.460 -2.746 0.019 0.602 0.012
H -5.553 0.572 -1.158 -0.101 0.350 0.099
H -4.577 1.948 -0.467 -0.328 0.074 -0.266
H -5.741 1.236 1.616 0.010 0.059 -0.225
H -5.108 -0.271 2.287 0.091 0.064 -0.029
H -6.271 -0.383 0.986 -0.161 0.326 -0.032
C 3.520 -5.325 1.389 0.446 0.278 0.294
C 2.886 -5.589 0.035 0.083 0.244 0.238
C 2.487 -4.296 -0.654 -0.081 -0.122 -0.574
O 1.399 -3.648 -0.017 0.304 -0.026 -0.018
C 1.736 -2.471 0.672 -0.355 0.380 0.858
N 3.753 -6.323 -0.893 -0.173 0.103 0.265
H 2.890 -4.691 2.014 -0.132 -0.238 0.093
H 4.477 -4.794 1.297 -0.082 -0.022 -0.224
H 3.752 -6.251 1.917 -0.217 -0.014 0.035
H 1.945 -6.117 0.210 0.115 -0.312 -0.236
H 2.170 -4.569 -1.668 -0.001 0.078 0.054
H 3.359 -3.632 -0.753 -0.070 0.067 0.119
H 1.984 -1.648 0.000 -0.014 -0.014 -0.084
H 2.536 -2.566 1.416 0.222 -0.329 -0.331
H 0.874 -2.178 1.273 -0.141 0.065 -0.302
H 4.603 -5.775 -1.005 0.033 -0.120 -0.080
H 4.048 -7.190 -0.456 -0.028 -0.049 -0.100
C -3.366 -0.106 5.551 -0.371 -0.425 0.440
C -2.814 0.406 4.237 0.829 -0.243 0.322
C -1.779 1.487 4.453 0.061 0.242 -0.329
O -2.410 2.603 5.034 -0.137 0.290 0.144
C -1.521 3.678 5.207 0.248 0.097 -0.089
N -2.268 -0.724 3.462 -0.432 0.078 -1.592
H -2.756 -0.947 5.888 0.137 0.126 0.008
H -4.374 -0.516 5.458 0.017 0.098 -0.139
H -3.384 0.642 6.344 -0.006 0.133 -0.162
H -3.567 0.888 3.612 -0.288 -0.150 0.151
H -1.412 1.770 3.459 0.325 -0.017 0.141
H -0.943 1.151 5.083 -0.004 -0.120 -0.052
H -0.830 3.504 6.042 -0.025 -0.043 -0.039
H -2.089 4.585 5.408 -0.121 -0.077 0.061
H -0.923 3.844 4.299 -0.048 -0.010 0.066
H -2.420 -0.472 2.483 -0.244 -0.291 0.094
H -1.260 -0.855 3.426 0.047 0.361 0.975
```
Positions in Å, forces in eV/Å.

Summary:
- Kohn-Sham gap (alpha / beta) (eV) = 7.25 / 4.68
- total charge = +1
- ⟨S²⟩ = 2.00
- spin multiplicity = 3
- electronic energy (Ha) = -2015.7054

2.
Below is a 3-piece molecular cluster, C20H52N2O7PSi overall in a non-equilibrium geometry, with properties calculated with the ωB97M-V functional and the def2-TZVPD basis.

XYZ file:
```
83
Properties=species:S:1:pos:R:3:forces:R:3
C -0.133 -2.272 2.345 -0.395 -0.070 -0.266
C -1.148 -3.410 2.014 0.815 0.213 1.225
O -1.402 -3.617 0.627 -0.557 0.549 0.349
C -1.866 -2.459 -0.034 0.058 -0.003 -0.749
C -3.141 -1.823 0.608 -0.171 0.183 -0.173
P -3.657 -0.207 -0.179 0.025 -0.822 0.777
C -2.250 0.699 -1.006 -0.522 0.746 0.055
C -1.704 1.929 -0.182 -1.185 -0.108 0.648
O -0.654 1.634 0.719 0.517 -0.135 -1.720
Si 0.898 1.508 -0.014 2.273 0.056 0.924
C 2.153 2.029 1.335 -1.044 0.656 -0.042
C 1.188 2.667 -1.487 -1.659 -0.026 0.028
C 1.394 -0.251 -0.541 -0.777 -0.179 -0.431
C -4.876 -0.631 -1.564 0.328 0.005 -0.863
O -5.165 -2.023 -1.621 0.006 0.211 1.097
O -4.831 -2.521 -2.898 0.027 0.335 -0.935
O -4.380 0.675 1.022 1.151 -1.287 -2.259
C -5.790 0.381 1.186 -1.834 1.290 1.380
C -6.213 1.068 2.533 1.457 -0.307 -0.481
H -0.102 -2.132 3.446 0.134 -0.221 -0.654
H -0.424 -1.285 1.917 0.146 -0.620 0.240
H 0.864 -2.546 1.954 -0.408 0.235 0.300
H -2.071 -3.231 2.611 0.266 -0.189 -0.601
H -0.713 -4.354 2.402 -0.383 0.437 -0.445
H -2.152 -2.787 -1.060 0.248 0.116 0.605
H -1.020 -1.755 -0.168 -0.562 -0.054 0.318
H -3.961 -2.568 0.499 0.311 0.675 -0.022
H -3.061 -1.612 1.692 0.253 0.092 -0.574
H -1.466 -0.005 -1.357 -0.497 0.248 0.455
H -2.694 1.120 -1.940 0.101 -0.314 0.629
H -1.493 2.746 -0.899 0.255 -0.457 0.312
H -2.555 2.288 0.442 0.544 -0.055 -0.429
H 3.201 1.882 1.014 -0.552 -0.147 0.256
H 2.000 3.127 1.475 0.217 -0.641 -0.054
H 1.930 1.573 2.322 0.433 0.019 -0.570
H 0.453 2.387 -2.283 0.770 0.202 0.206
H 0.901 3.696 -1.176 0.478 -0.431 -0.254
H 2.216 2.627 -1.889 -0.545 -0.012 0.321
H 0.654 -0.687 -1.258 0.524 0.124 0.462
H 2.357 -0.239 -1.097 -0.516 0.154 0.500
H 1.482 -0.915 0.339 0.010 0.261 -0.489
H -5.820 -0.059 -1.494 0.493 -0.187 0.157
H -4.388 -0.357 -2.528 -0.229 -0.031 0.692
H -4.218 -3.254 -2.743 -0.002 -0.018 0.449
H -6.361 0.906 0.390 0.427 -0.647 0.262
H -6.031 -0.698 1.234 0.423 0.441 -0.306
H -7.304 1.069 2.675 0.527 -0.034 -0.060
H -5.790 2.096 2.508 -0.623 -0.482 0.008
H -5.674 0.559 3.360 -0.657 0.210 -0.354
C 6.220 0.329 6.111 0.127 0.058 0.185
C 5.791 1.187 4.925 -0.122 -0.380 0.043
C 4.272 1.430 4.857 0.105 0.251 -0.198
O 3.518 0.322 4.387 -0.074 0.119 0.242
C 3.248 -0.667 5.366 -0.034 -0.147 -0.296
N 6.299 0.580 3.690 -0.217 0.188 -0.082
H 6.016 -0.731 5.955 -0.047 0.044 -0.060
H 7.295 0.423 6.274 -0.042 -0.011 -0.069
H 5.717 0.644 7.028 0.000 -0.019 -0.020
H 6.269 2.164 5.045 -0.094 0.038 -0.070
H 4.092 2.231 4.133 -0.027 -0.078 -0.055
H 3.878 1.784 5.818 0.037 -0.115 0.083
H 3.099 -0.232 6.358 0.077 0.016 0.007
H 4.050 -1.406 5.395 -0.001 -0.013 0.207
H 2.333 -1.185 5.073 -0.004 0.081 -0.025
H 6.104 1.205 2.912 0.155 0.032 0.010
H 5.725 -0.236 3.494 0.113 -0.062 0.057
C 0.657 0.074 -7.517 -0.058 -0.092 -0.191
C 1.381 -0.536 -6.320 -0.158 0.387 0.011
C 0.450 -0.869 -5.141 0.305 -0.248 0.042
O 0.040 0.260 -4.376 -0.253 -0.208 0.057
C -1.038 0.990 -4.930 0.186 0.174 0.156
N 2.471 0.359 -5.918 -0.112 -0.213 0.281
H 0.408 1.125 -7.363 0.028 -0.028 0.073
H 1.290 0.026 -8.404 0.017 0.025 0.079
H -0.266 -0.468 -7.737 0.011 0.021 0.002
H 1.823 -1.478 -6.657 -0.014 -0.033 0.126
H 1.004 -1.504 -4.444 0.005 0.099 0.051
H -0.422 -1.449 -5.467 -0.068 0.110 -0.094
H -1.752 0.341 -5.445 0.040 0.000 -0.073
H -0.670 1.761 -5.609 -0.180 -0.015 -0.133
H -1.554 1.496 -4.110 0.021 -0.020 0.013
H 3.018 -0.094 -5.190 0.130 -0.017 -0.136
H 2.052 1.156 -5.443 0.045 0.075 -0.147
```
Positions in Å, forces in eV/Å.

Summary:
- Kohn-Sham gap (eV) = 7.95
- total charge = +1
- electronic energy (Ha) = -2059.9140